# 1
Below is a molecular structure, C21H16CoO2S4, with properties calculated with wB97M-V/def2-TZVPD.

The value obtained for the molar mass is 487.6 g/mol. The value obtained for the total energy is -107102.8337 eV. The net charge is -1. The expectation value of S² is 6.0176. As for the relative energy (zero: lowest compared OMol25 entry of this formula, charge and spin): 13.5 kcal/mol. The calculation puts the HOMO energy (alpha / beta) at -4.75 / -5.07 eV. The calculation puts the HOMO-LUMO gap (alpha / beta) at 7.5 / 6.2 eV. As for the spin multiplicity: 5.

Last column: Löwdin charge in e.
Atoms and positions in Å:
Co  -0.0978  0.3852  0.7089  0.19
S  1.3793  -1.2139  -0.1469  0.09
S  3.0069  -1.1151  0.9810  -0.05
S  2.6115  -0.2002  2.7482  -0.05
S  0.6751  0.2008  2.9327  0.08
O  2.3672  2.8497  0.1109  0.03
C  1.1621  3.0546  0.0395  -0.60
O  0.2313  2.1721  0.0816  -0.16
C  0.6628  4.4776  -0.1232  -0.13
C  -0.6933  4.7678  -0.2264  -0.02
C  -1.1179  6.0841  -0.3691  -0.09
C  -0.1879  7.1162  -0.4069  -0.11
C  1.1682  6.8284  -0.3029  -0.10
C  1.5887  5.5127  -0.1626  -0.03
H  -1.4014  3.9495  -0.1878  0.11
H  -2.1759  6.3043  -0.4484  0.09
H  -0.5185  8.1425  -0.5153  0.09
H  1.8963  7.6309  -0.3308  0.09
H  2.6375  5.2580  -0.0814  0.11
C  -7.1050  1.2355  1.6050  -0.12
C  -6.4673  1.1592  0.3722  -0.09
C  -5.1033  0.9194  0.2936  -0.04
C  -4.3339  0.7398  1.4479  -0.21
C  -4.9859  0.8483  2.6777  -0.06
C  -6.3520  1.0847  2.7612  -0.11
C  -2.8589  0.5160  1.4260  -0.11
C  -2.0692  -0.0172  0.4792  -0.18
C  -2.6076  -0.6824  -0.7293  -0.28
C  -3.5049  -1.7500  -0.6471  -0.06
C  -3.9596  -2.3972  -1.7861  -0.10
C  -3.5299  -1.9903  -3.0447  -0.12
C  -2.6260  -0.9407  -3.1429  -0.10
C  -2.1589  -0.3079  -1.9972  -0.06
H  -8.1704  1.4232  1.6622  0.09
H  -7.0364  1.2974  -0.5395  0.10
H  -4.6236  0.8876  -0.6748  0.11
H  -4.4005  0.7411  3.5851  0.11
H  -6.8281  1.1567  3.7317  0.09
H  -2.3821  0.8805  2.3374  0.07
H  -3.8450  -2.0661  0.3324  0.12
H  -4.6548  -3.2233  -1.6917  0.09
H  -3.8843  -2.4949  -3.9350  0.09
H  -2.2723  -0.6178  -4.1149  0.09
H  -1.4405  0.5018  -2.0795  0.11

Forces on the atoms, in the same order (eV/Å):
0.1427 0.0304 -0.0041
-0.0422 -0.1713 -0.1978
0.1632 -0.1514 -0.2583
0.0539 0.1645 0.3521
-0.1333 0.0065 0.0788
-0.0154 -0.0542 0.0640
0.1792 -0.1638 0.0217
-0.3667 0.1864 -0.1225
-0.0098 0.0453 -0.0300
-0.0136 0.0493 0.0099
0.0614 -0.0529 0.0071
0.0053 -0.0598 0.0075
-0.0283 -0.0555 0.0024
0.0020 0.1166 -0.0229
0.0154 0.0238 -0.0023
0.0091 -0.0033 0.0025
-0.0041 -0.0051 -0.0016
-0.0089 -0.0114 0.0001
-0.0141 0.0010 0.0050
0.0735 -0.0134 -0.0094
0.0268 -0.0078 0.0137
-0.0208 0.0366 -0.0008
0.1684 -0.0738 -0.0845
-0.0283 -0.0343 0.0584
0.0538 -0.0108 -0.0246
-0.3002 0.0458 0.0268
-0.1020 -0.0044 0.0342
0.1567 0.1182 0.1064
-0.0548 -0.1001 0.0377
0.0389 0.0563 0.0042
-0.0022 -0.0044 0.0521
0.0215 0.0409 0.0904
-0.0213 0.0371 -0.1773
0.0163 -0.0009 0.0015
0.0054 -0.0045 -0.0008
0.0057 -0.0184 -0.0051
-0.0264 0.0015 -0.0082
0.0082 -0.0036 0.0095
-0.0089 0.0620 -0.0249
-0.0042 -0.0053 -0.0171
0.0005 0.0004 -0.0010
-0.0018 0.0044 0.0016
0.0041 -0.0041 0.0043
-0.0052 -0.0124 0.0012

=====

# 2
Below is a molecular structure, C54H54MoN3P3SSi2 at a distorted geometry, with properties calculated with wB97M-V/def2-TZVPD.

The value obtained for the molar mass is 1022.1 g/mol. The value obtained for the total energy is -117646.5474 eV. The net charge is +2. The calculation puts the HOMO energy at -12.76 eV. The calculation puts the HOMO-LUMO gap at 6.1 eV.

Last column: Löwdin charge in e.
Atoms and positions in Å:
Mo  -0.0253  -0.4836  -0.8977  1.44
C  2.7724  -2.6554  3.6230  -0.17
Si  2.9526  -0.9585  2.8439  0.52
C  4.4270  -0.9173  1.6930  -0.15
C  3.0348  0.3083  4.2190  -0.14
N  1.5683  -0.4046  1.7812  -0.26
P  0.2758  0.5652  2.2024  0.91
C  -0.5126  0.9082  0.6422  -0.42
P  -2.1914  0.4419  0.3166  0.79
N  -1.9246  -0.8066  -0.7527  -0.37
Si  -2.9837  -2.0230  -1.5985  0.45
C  -2.3250  -3.6852  -1.0362  -0.19
C  -2.6462  -1.7556  -3.4282  -0.15
C  -4.8098  -1.7759  -1.2110  -0.16
C  -3.3595  -0.0260  1.6166  -0.30
C  -4.0503  1.0095  2.2527  -0.07
C  -5.0836  0.7147  3.1246  -0.05
C  -5.4301  -0.6068  3.3653  -0.04
C  -4.7262  -1.6360  2.7575  -0.05
C  -3.6883  -1.3494  1.8852  -0.10
C  -3.0805  1.8257  -0.4288  -0.36
C  -2.7543  3.1143  -0.0080  -0.11
C  -3.5029  4.1933  -0.4489  -0.05
C  -4.5759  3.9870  -1.3075  -0.05
C  -4.8953  2.7043  -1.7296  -0.05
C  -4.1536  1.6197  -1.2885  -0.06
C  0.9210  2.1589  2.7461  -0.31
C  0.8031  2.7013  4.0215  -0.09
C  1.2959  3.9732  4.2735  -0.05
C  1.9165  4.6947  3.2651  -0.05
C  2.0608  4.1429  1.9980  -0.06
C  1.5576  2.8823  1.7335  -0.09
C  -0.5644  -0.2665  3.5680  -0.29
C  -0.4128  -1.6426  3.7152  -0.10
C  -0.9798  -2.2911  4.7996  -0.05
C  -1.6987  -1.5693  5.7398  -0.04
C  -1.8994  -0.2065  5.5674  -0.05
C  -1.3460  0.4453  4.4789  -0.10
H  3.7190  -2.9017  4.1125  0.05
H  1.9967  -2.6823  4.3894  0.03
H  2.5717  -3.4428  2.9034  0.00
H  5.3317  -1.1481  2.2601  0.05
H  4.3417  -1.6654  0.9012  0.03
H  4.5571  0.0647  1.2396  0.00
H  3.7909  -0.0117  4.9392  0.05
H  3.3163  1.2988  3.8606  0.04
H  2.0898  0.3879  4.7591  0.03
H  -1.3148  -3.8562  -1.4081  0.01
H  -2.2978  -3.7978  0.0476  0.01
H  -2.9573  -4.4836  -1.4327  0.05
H  -1.6371  -2.0685  -3.7063  0.03
H  -3.3465  -2.3596  -4.0102  0.05
H  -2.7793  -0.7123  -3.7234  0.03
H  -5.0012  -1.1902  -0.3132  0.02
H  -5.3104  -1.2912  -2.0514  0.04
H  -5.2872  -2.7483  -1.0761  0.05
H  -3.8028  2.0419  2.0510  0.11
H  -5.6276  1.5211  3.5984  0.12
H  -6.2511  -0.8342  4.0329  0.12
H  -4.9956  -2.6664  2.9486  0.12
H  -3.1495  -2.1520  1.3958  0.09
H  -1.8977  3.2617  0.6420  0.11
H  -3.2455  5.1935  -0.1272  0.12
H  -5.1637  4.8291  -1.6476  0.12
H  -5.7264  2.5428  -2.4035  0.12
H  -4.3984  0.6196  -1.6208  0.08
H  0.3475  2.1409  4.8253  0.09
H  1.1937  4.3986  5.2627  0.12
H  2.2802  5.6935  3.4666  0.12
H  2.5578  4.7004  1.2149  0.11
H  1.6487  2.4528  0.7415  0.09
H  0.1625  -2.2114  2.9979  0.05
H  -0.8498  -3.3593  4.9164  0.12
H  -2.1110  -2.0699  6.6062  0.12
H  -2.4864  0.3532  6.2833  0.12
H  -1.5210  1.5024  4.3323  0.11
C  5.2077  -3.9881  -3.1143  -0.05
C  5.3151  -2.7096  -3.6491  -0.05
C  4.3579  -1.7546  -3.3568  -0.10
C  3.2779  -2.0862  -2.5323  -0.36
C  3.1664  -3.3693  -2.0076  -0.08
C  4.1408  -4.3158  -2.2935  -0.05
P  1.9972  -0.8216  -2.3388  1.08
C  2.9361  0.7012  -1.9564  -0.32
C  4.0662  0.5614  -1.1470  -0.11
C  4.7444  1.6802  -0.6919  -0.07
C  4.2968  2.9495  -1.0262  -0.06
C  3.1883  3.0988  -1.8470  -0.06
C  2.5073  1.9833  -2.3090  -0.07
C  1.2597  -0.7117  -3.9790  -0.29
C  1.6613  -1.3075  -5.1487  -0.03
C  0.9693  -1.0145  -6.3389  -0.04
C  -0.0456  -0.0954  -6.3502  0.01
C  -0.4606  0.5445  -5.1595  -0.16
C  -1.4168  1.5851  -5.1171  0.00
C  -1.6825  2.2191  -3.9332  -0.04
C  -1.1141  1.7651  -2.7265  -0.10
C  -0.2847  0.6644  -2.6811  -0.27
C  0.1389  0.1472  -3.9429  -0.25
H  5.9551  -4.7343  -3.3487  0.12
H  6.1399  -2.4623  -4.3038  0.12
H  4.4375  -0.7551  -3.7672  0.12
H  2.3199  -3.6343  -1.3913  0.02
H  4.0561  -5.3128  -1.8826  0.12
H  4.4278  -0.4269  -0.8977  0.09
H  5.6289  1.5600  -0.0798  0.12
H  4.8233  3.8205  -0.6579  0.12
H  2.8492  4.0858  -2.1330  0.12
H  1.6716  2.1206  -2.9746  0.10
H  2.5023  -1.9865  -5.1655  0.11
H  1.2759  -1.4973  -7.2568  0.12
H  -0.5436  0.1573  -7.2782  0.13
H  -1.8841  1.9109  -6.0385  0.13
H  -2.3491  3.0714  -3.9079  0.12
H  -1.3260  2.3241  -1.8311  0.07
S  0.8001  -3.6162  0.6336  0.76
C  0.8907  -2.0914  0.1357  -0.92
N  1.3850  -0.9399  0.4900  -0.31

Forces on the atoms, in the same order (eV/Å):
-0.7067 1.4162 1.0691
-0.0737 0.2361 -0.1104
0.4096 0.0059 0.0405
-0.1119 -0.0630 0.3265
0.0395 -0.0843 -0.2553
-0.0978 -0.3581 -0.0154
0.1685 0.6219 -0.2288
-0.2277 -1.9759 -0.4403
-0.0616 0.7856 0.4399
-0.3750 -0.5351 0.1269
-0.0125 -0.3210 -0.5086
-0.2941 0.2514 -0.1484
-0.1421 -0.1371 0.3750
0.2824 0.0554 -0.0495
0.3155 0.0456 0.0187
-0.0037 -0.0857 0.0380
0.0639 0.0635 0.0106
-0.0071 -0.0448 0.0889
0.0170 -0.1207 0.0185
0.2192 -0.0252 0.0240
0.0566 -0.0815 0.1012
0.0899 -0.0943 -0.0243
0.0006 0.0255 -0.0097
0.0191 0.0384 0.0292
-0.0581 -0.0880 -0.0685
0.1230 -0.0295 0.0380
-0.1957 -0.0765 -0.0995
0.0466 0.0214 -0.0207
-0.0076 0.0121 0.0379
-0.0374 0.0249 0.0341
0.0408 -0.0050 -0.0417
-0.0040 0.0091 0.0699
-0.2448 0.3308 -0.3239
0.0312 -0.0301 -0.0530
-0.0169 -0.0419 0.0242
-0.0504 -0.0202 0.0266
-0.0804 0.1049 0.0122
-0.1275 -0.0403 -0.0575
0.0359 0.1099 -0.0129
0.0471 0.0296 -0.0020
-0.0391 -0.0741 -0.1237
-0.0073 -0.0406 0.0294
-0.0318 -0.0209 0.0291
-0.0713 -0.0968 0.1814
0.0142 -0.0860 -0.0223
-0.0244 0.0035 0.0096
0.0359 -0.0340 0.0398
0.0503 0.0182 -0.0010
0.0014 0.0156 0.0231
-0.0231 0.0316 -0.0342
0.0122 0.0140 -0.0073
0.0051 -0.0151 -0.0160
-0.0028 0.0151 0.0282
-0.0520 -0.0285 -0.0289
0.0023 -0.0082 -0.0058
0.0662 -0.0458 0.0179
-0.0458 0.0224 -0.0020
-0.0031 -0.0272 0.0164
0.0051 -0.0160 -0.0182
0.0031 0.0108 0.0115
-0.0015 -0.0310 0.0366
-0.0083 0.0478 -0.0061
-0.0211 0.0051 0.0022
0.0056 0.0000 -0.0120
-0.0032 0.0301 -0.0005
-0.0597 0.1015 -0.0150
0.1030 0.0585 -0.0111
0.0143 0.0055 -0.0018
0.0482 -0.0166 -0.0011
-0.0077 0.0008 -0.0037
0.0395 0.0592 -0.0196
-0.0110 -0.0059 -0.0290
0.0224 0.0114 0.0002
-0.0258 0.0030 -0.0239
-0.0040 -0.0159 0.0133
-0.0902 -0.0238 0.0523
0.0072 -0.0446 0.0034
-0.0047 0.0058 -0.0376
-0.0386 0.0373 0.0548
-0.2212 -0.1392 0.3601
-0.0290 0.0580 -0.0795
-0.0077 -0.0305 -0.0120
0.5220 0.2807 -1.1155
-0.0905 -0.0198 0.1863
-0.0988 -0.0494 -0.1796
0.0147 0.0493 -0.0373
0.0447 0.0253 0.0395
-0.0235 -0.0177 -0.0020
0.1135 -0.0526 -0.1132
-0.1224 -0.1673 0.1150
-0.0028 0.0805 0.1722
-0.0060 -0.0146 -0.1035
0.0027 -0.0042 -0.0384
0.0124 -0.0698 0.2083
-0.0169 0.0480 -0.0176
-0.0350 -0.0152 -0.1164
0.2578 0.0539 0.1899
0.3193 0.1801 -0.3805
0.1118 -0.0169 -0.0544
0.0168 0.0133 0.0121
0.0172 0.0203 0.0299
0.0656 -0.0141 -0.0187
0.1002 -0.0455 -0.0683
0.0027 -0.0028 -0.0033
-0.0132 0.0928 -0.0157
0.0067 0.0097 -0.0087
0.0130 0.0033 -0.0340
0.0218 0.0008 -0.0266
-0.1293 0.0042 0.0083
0.0331 -0.0001 -0.0212
-0.0264 0.0069 -0.0085
0.0335 0.0165 -0.0137
-0.0124 0.0109 0.0105
-0.0053 -0.0034 -0.0021
-0.0230 -0.0292 -0.0093
-0.1673 -0.0055 -0.1609
0.4574 -0.0101 0.7092
-0.0647 -0.0424 -0.0082

=====

# 3
Below is a single C3H4N2O molecule at a distorted geometry, with properties calculated with wB97M-V/def2-TZVPD.

The value obtained for the molar mass is 84.1 g/mol. The value obtained for the total energy is -8200.9679 eV. The net charge is 0. As for the relative energy (zero: lowest compared OMol25 entry of this formula, charge and spin): 67.3 kcal/mol. The calculation puts the HOMO energy at -10.06 eV. The calculation puts the HOMO-LUMO gap at 10.9 eV.

Last column: Löwdin charge in e.
Atoms and positions in Å:
C  0.9226  -0.2032  -1.1828  -0.01
C  0.0601  0.0165  0.0246  -0.30
C  -1.1804  -0.3717  0.5075  -0.07
N  -1.2950  0.2000  1.7467  -0.02
N  -0.3183  0.9058  2.0298  0.03
O  0.5965  0.7913  0.9848  -0.01
H  1.8146  -0.7921  -0.9310  0.09
H  1.2651  0.7508  -1.6025  0.09
H  0.3532  -0.7431  -1.9390  0.08
H  -2.2183  -0.5543  0.3619  0.10

Forces on the atoms, in the same order (eV/Å):
-0.3180 -0.0773 0.0834
-0.8713 -0.0644 0.3226
0.5771 1.1995 0.5859
0.1526 0.8471 0.8580
0.6794 -0.0829 0.5292
0.2664 -0.2348 -0.4746
-0.2804 0.1258 0.0491
-0.1715 -0.1848 0.1696
0.0840 0.0415 0.0119
-0.1183 -1.5696 -2.1351

=====

# 4
Below is a molecular structure, C3H5O2Ru at a distorted geometry, with properties calculated with wB97M-V/def2-TZVPD.

The value obtained for the molar mass is 174.1 g/mol. The value obtained for the total energy is -9849.7096 eV. The net charge is +1. The expectation value of S² is 12.0278. As for the relative energy (zero: lowest compared OMol25 entry of this formula, charge and spin): 11.6 kcal/mol. The calculation puts the HOMO energy (alpha / beta) at -11.76 / -14.98 eV. The calculation puts the HOMO-LUMO gap (alpha / beta) at 6.1 / 6.7 eV. As for the spin multiplicity: 7.

Last column: Löwdin charge in e.
Atoms and positions in Å:
H  -1.5598  -0.2985  0.6823  0.12
O  0.9998  0.3825  -0.4448  -0.09
C  0.2173  -0.5985  -0.7400  -0.36
O  0.2656  -1.5292  0.1978  -0.12
C  -0.5105  -1.3944  1.3713  0.01
H  -0.7502  -2.3887  1.7504  0.10
H  0.0668  -0.8825  2.1442  0.09
C  0.5822  1.6420  -1.1438  -0.18
H  0.7955  2.4317  -0.4070  0.08
H  1.3037  1.7691  -1.9659  0.08
Ru  -1.4103  0.8665  -1.4446  1.28

Forces on the atoms, in the same order (eV/Å):
1.1472 -1.6394 1.0022
-0.2112 2.8278 -0.5451
0.1614 -2.1224 1.8109
-0.6054 -0.5250 -1.8326
-0.1693 1.6852 -0.7158
-0.9927 0.2148 -0.4715
-0.3296 0.5193 -0.1749
2.1676 -0.2039 0.3048
-0.5478 -0.1454 -0.2110
-0.6757 -0.0146 -0.1425
0.0554 -0.5963 0.9755